#a
Entry from the OMol25 dataset: a structure of composition C10H13NO2S (the ωB97M-V functional and the def2-TZVPD basis).

```
27
Properties=species:S:1:pos:R:3:nbo_charge:R:1
C 2.51188 -0.78436 -0.09880 -0.257
C 2.72722 1.43483 0.79447 -0.225
C 1.10443 -0.71391 0.12388 -0.194
C 1.41774 1.45822 1.07210 -0.213
C 3.26908 0.30235 0.08852 0.168
C 0.54082 0.41977 0.67667 -0.190
C -1.90574 -1.74893 0.08390 0.450
C -2.28106 -0.34317 0.01649 -0.267
C -3.58915 -0.24321 0.68009 -0.614
C -2.34591 -0.09017 -1.44925 -0.088
N 4.63329 0.22957 -0.16752 -0.800
O -2.46519 -2.42352 -0.64688 -0.504
O -1.22218 1.00629 -1.86784 -0.793
S -1.20018 0.87865 1.01739 0.264
H 2.89412 -1.65745 -0.55044 0.209
H 3.34877 2.23105 1.08463 0.212
H 0.58162 -1.61559 -0.17982 0.217
H 1.07659 2.43617 1.46434 0.225
H -1.07098 -2.08036 0.80436 0.122
H -4.48291 -0.65306 0.37468 0.245
H -3.44654 -0.48153 1.72151 0.218
H -3.61330 0.83656 0.86958 0.223
H -3.40012 0.58427 -1.84884 0.193
H -2.11593 -0.95174 -2.06077 0.223
H -0.89468 1.29271 -0.69318 0.412
H 4.83194 -0.49021 -0.95827 0.381
H 5.09639 1.16677 -0.35100 0.384
```

Summary:
Frontier orbital gap ... 8.80 eV



#b
Entry from the OMol25 dataset: an isolated molecule of C10H13NO2S (the ωB97M-V functional and the def2-TZVPD basis).

```
27
Properties=species:S:1:pos:R:3:nbo_charge:R:1
C 3.35263 0.11040 -1.48500 -0.615
C 3.17382 -0.24301 -0.01947 -0.434
S 2.17553 -1.77941 0.20332 0.217
C 0.48435 -1.24917 -0.23231 -0.522
C -0.34781 -0.90946 1.00144 -0.451
C -1.70558 -0.41674 0.58827 0.217
C -1.87336 0.83593 0.00205 -0.259
C -3.14394 1.23076 -0.37702 -0.164
C -4.20499 0.36453 -0.16145 -0.268
C -3.93387 -0.86188 0.42394 0.046
N -2.72221 -1.24332 0.78647 -0.430
C 2.55109 0.83939 0.82039 0.779
O 2.73393 0.98751 1.99813 -0.581
O 1.73132 1.64197 0.12079 -0.702
H 3.79273 -0.73345 -2.00996 0.225
H 2.40145 0.35559 -1.95045 0.218
H 4.01232 0.97041 -1.58152 0.214
H 4.12558 -0.51894 0.44041 0.257
H 0.56385 -0.39976 -0.90830 0.223
H 0.04106 -2.08883 -0.76661 0.233
H -0.46810 -1.80270 1.61435 0.238
H 0.16168 -0.14819 1.59561 0.218
H -1.02378 1.48419 -0.15318 0.213
H -3.30576 2.19774 -0.83198 0.216
H -5.21172 0.63393 -0.43979 0.220
H -4.72199 -1.57880 0.61469 0.193
H 1.36175 2.32130 0.70720 0.502
```

Summary:
Frontier orbital gap ... 9.38 eV
SMILES ... C[C@H](SCCc1ccccn1)C(=O)O



#c
Entry from the OMol25 dataset: an isolated molecule of C10H13NO2S (the ωB97M-V functional and the def2-TZVPD basis).

```
27
Properties=species:S:1:pos:R:3:nbo_charge:R:1
C -3.54763 1.08979 -0.70699 -0.199
C -3.03423 0.92702 0.54889 -0.213
C -3.14221 0.26211 -1.75636 -0.226
C -2.12374 -0.06423 0.76607 -0.169
C -2.29428 -0.79645 -1.51316 -0.169
C -1.75824 -0.93006 -0.22318 -0.206
C -0.66395 -1.79263 0.06903 0.616
C 3.10007 -0.70485 0.79407 -0.421
C 0.59149 1.40945 -1.63382 -0.855
C 0.72294 -0.75562 0.18103 -0.288
N 1.87658 -1.44021 0.63480 -0.630
O -0.60857 -2.99187 0.16276 -0.491
O 2.18984 -0.70698 -2.08983 -0.984
S 0.82645 -0.35359 -1.69213 1.186
H -4.33282 1.77078 -0.95197 0.220
H -3.29093 1.54262 1.38780 0.222
H -3.67005 0.27277 -2.73516 0.226
H -1.60072 -0.12369 1.69804 0.217
H -1.86017 -1.50620 -2.27400 0.240
H 2.85388 0.22062 1.34740 0.190
H 3.71856 -1.24373 1.47043 0.199
H 3.73430 -0.62715 -0.18305 0.215
H 1.26151 1.69630 -0.89061 0.226
H -0.51234 1.54449 -1.54211 0.250
H 1.10732 1.94311 -2.35820 0.252
H 0.70605 0.10736 0.79972 0.207
H 1.89599 -2.32226 -0.02534 0.385
```

Summary:
Frontier orbital gap ... 8.59 eV



Stability verdict: #b, ahead by 0.1446 hartree



#a
Entry from the OMol25 dataset: an isolated molecule of C4H5Cl (the ωB97M-V functional and the def2-TZVPD basis).

```
10
Properties=species:S:1:pos:R:3:nbo_charge:R:1
C -0.94836 -1.11701 0.14469 -0.672
C 0.08097 -0.08103 0.12211 -0.046
C 1.34825 0.16399 0.17142 -0.045
Cl 3.01037 -0.20922 0.14488 0.076
C 0.18409 1.43645 -0.17254 -0.418
H -1.05309 -1.48409 -0.94392 0.236
H -1.86914 -0.50535 0.46823 0.233
H -0.83392 -2.10131 0.76080 0.245
H 0.07807 1.70016 -1.25258 0.190
H 0.00277 2.19741 0.55690 0.200
```

Summary:
Frontier orbital gap ... 10.05 eV
SMILES ... CC1=C(Cl)C1



#b
Entry from the OMol25 dataset: a cluster of 2 separate species, C4H5Cl in total (the ωB97M-V functional and the def2-TZVPD basis).

```
10
Properties=species:S:1:pos:R:3:nbo_charge:R:1
C -0.83023 2.09633 0.32505 -0.187
C -0.98640 0.88538 0.37260 -0.036
C -0.62083 -0.47758 -0.01156 -0.261
C -1.39112 -1.32032 -0.66145 -0.326
H -0.87666 3.07520 0.48986 0.210
H 0.42402 -0.74285 -0.09537 0.221
H -1.06158 -2.22814 -1.02274 0.189
H -2.44151 -1.35362 -0.64458 0.189
Cl 3.38902 -0.14511 0.26975 -0.269
H 4.39530 0.21072 0.97843 0.270
```

Summary:
Frontier orbital gap ... 10.14 eV
SMILES ... C#CC=C.Cl



Stability verdict: #b, ahead by 0.0096 hartree



#a
Entry from the OMol25 dataset: an isolated molecule of C3H3NO4 (the ωB97M-V functional and the def2-TZVPD basis).

```
11
Properties=species:S:1:pos:R:3:nbo_charge:R:1
O -1.84936 -1.47438 0.00063 -0.572
C -0.78971 -0.76427 -0.09635 0.694
O 0.44711 -1.16327 0.03758 -0.352
N 1.36466 -0.07792 0.35804 0.125
O 2.48912 0.16665 -0.34317 -0.519
C 0.50627 0.97829 0.18346 -0.116
C -0.71794 0.70775 -0.02358 0.143
O -1.87026 1.38518 -0.07852 -0.608
H 3.23163 -0.51144 -0.07758 0.496
H 1.06367 1.98475 0.62755 0.228
H -1.57254 2.22817 -0.36966 0.480
```

Summary:
Frontier orbital gap ... 9.62 eV
SMILES ... O=c1on(O)cc1O



#b
Entry from the OMol25 dataset: an isolated molecule of C3H3NO4 (the ωB97M-V functional and the def2-TZVPD basis).

```
11
Properties=species:S:1:pos:R:3:nbo_charge:R:1
O -1.50168 -1.80194 1.86737 -0.546
C -1.79361 -1.96420 0.69161 0.642
O -1.10300 -1.39630 -0.36242 -0.491
C 0.00466 -0.68213 0.00161 0.350
N 0.42591 0.20953 -0.78882 -0.155
O 1.50372 0.85457 -0.07976 -0.387
C 1.49769 2.14129 -0.34769 0.640
O 0.89945 2.73104 -1.17135 -0.525
H -2.57198 -2.63689 0.30967 0.152
H 0.58497 -1.13234 0.84436 0.198
H 2.36520 2.23386 0.26373 0.122
```

Summary:
Frontier orbital gap ... 11.24 eV
SMILES ... O=CO/C=N/OC=O



#c
Entry from the OMol25 dataset: an isolated molecule of C3H3NO4 (the ωB97M-V functional and the def2-TZVPD basis).

```
11
Properties=species:S:1:pos:R:3:nbo_charge:R:1
O -0.22502 1.51665 2.13232 -0.482
C 0.82730 1.70500 1.26920 0.330
C 0.72320 0.33095 0.32019 0.303
O 0.91566 0.46849 -1.11697 -0.368
N 0.24316 -0.70622 -1.52152 -0.364
C -0.68742 -1.07515 -0.60752 0.850
O -1.50017 -2.01179 -0.77325 -0.588
O -0.48189 -0.25223 0.40212 -0.468
H 1.72358 2.50538 1.25869 0.211
H 1.49938 -0.39138 0.84881 0.167
H 0.22781 -0.70427 -2.50175 0.411
```

Summary:
Frontier orbital gap ... 9.27 eV
SMILES ... O=C[C@@H]1ONC(=O)O1



Stability verdict: #b, ahead by 0.0630 hartree



#a
Entry from the OMol25 dataset: an isolated molecule of C5H7FN2 (the ωB97M-V functional and the def2-TZVPD basis).

```
15
Properties=species:S:1:pos:R:3:nbo_charge:R:1
N -2.16467 -0.56504 -0.48912 -0.769
C -0.84405 -0.49607 -0.24454 0.459
N -0.38741 -1.25949 0.68488 -0.541
C 0.91434 -1.13552 1.00119 -0.008
C 1.55637 -0.00733 0.79410 -0.303
C 0.71452 1.11589 0.23179 0.184
F 1.62515 2.19934 -0.03154 -0.372
C -0.02096 0.51732 -0.93447 -0.512
H -2.69005 0.00538 -1.24546 0.397
H -2.68403 -1.17349 -0.00498 0.393
H 1.31598 -1.97329 1.42596 0.192
H 2.57974 0.18734 0.99746 0.227
H -0.04283 1.41124 1.04299 0.181
H -0.60396 1.20359 -1.51438 0.228
H 0.73187 -0.02986 -1.71387 0.243
```

Summary:
Frontier orbital gap ... 9.02 eV
SMILES ... NC1=NC=C[C@@H](F)C1



#b
Entry from the OMol25 dataset: an isolated molecule of C5H7FN2 (the ωB97M-V functional and the def2-TZVPD basis).

```
15
Properties=species:S:1:pos:R:3:nbo_charge:R:1
C 3.18033 -0.42780 0.00094 -0.181
N 1.98912 -0.83172 0.25345 -0.239
N 0.78044 -0.21877 -0.36143 -0.257
C 0.87273 1.23845 -0.47675 -0.279
C 0.05691 0.52563 0.54048 -0.117
C -1.38241 0.31724 0.68442 -0.301
C -1.99207 -0.39964 -0.26004 0.248
F -3.37866 -0.37974 -0.17869 -0.363
H 3.55128 0.41053 -0.66937 0.185
H 3.67352 -1.42491 0.25347 0.238
H 1.81509 1.73547 -0.22667 0.198
H 0.47180 1.65293 -1.46166 0.207
H 0.71306 0.87985 1.37649 0.210
H -1.91649 0.96502 1.34949 0.237
H -1.70008 -0.97120 -1.19192 0.214
```

Summary:
Frontier orbital gap ... 10.19 eV
SMILES ... C=NN1C[C@H]1/C=C/F



#c
Entry from the OMol25 dataset: an isolated molecule of C5H7FN2 (the ωB97M-V functional and the def2-TZVPD basis).

```
15
Properties=species:S:1:pos:R:3:nbo_charge:R:1
C 1.51502 -0.08387 -1.99682 -0.652
C 0.54417 -0.01515 -0.93210 0.329
N 0.67858 0.54133 0.29253 -0.449
C -0.51117 0.30642 0.94671 0.005
C -0.50751 0.54019 2.45054 -0.633
C -1.31960 -0.41679 0.14516 0.469
F -2.51363 -0.92398 0.26053 -0.292
N -0.69597 -0.53831 -1.02632 -0.543
H 1.85450 -1.17444 -2.21471 0.222
H 1.04136 0.29375 -2.95290 0.219
H 2.34985 0.47594 -1.65343 0.251
H 0.40708 0.12852 2.97431 0.223
H -1.37722 0.10662 2.94313 0.217
H -0.35082 1.57337 2.65372 0.223
H -1.11464 -0.81361 -1.89033 0.413
```

Summary:
Frontier orbital gap ... 9.02 eV
SMILES ... Cc1nc(C)c(F)[nH]1



Stability verdict: #c, ahead by 0.0300 hartree